{"formula": "C30H49CdN2O6PS2Si", "method": "ωB97M-V/def2-TZVPD", "symbols": ["Cd", "N", "C", "C", "C", "C", "C", "C", "C", "C", "N", "C", "H", "H", "H", "H", "H", "H", "H", "H", "C", "C", "C", "C", "O", "Si", "S", "O", "C", "C", "C", "C", "O", "C", "C", "C", "C", "H", "H", "H", "H", "H", "H", "H", "H", "H", "H", "H", "H", "H", "H", "H", "H", "H", "H", "H", "H", "H", "H", "H", "H", "H", "H", "H", "S", "C", "C", "C", "C", "C", "C", "H", "H", "H", "H", "H", "C", "O", "P", "O", "C", "O", "C", "H", "H", "H", "H", "H", "H", "H", "H", "H"], "positions_angstrom": [[0.842, 0.974, -0.783], [0.545, 0.898, 2.783], [1.855, 0.741, 3.122], [2.220, 0.170, 4.328], [3.564, 0.029, 4.701], [4.570, 0.473, 3.889], [4.245, 1.092, 2.664], [5.236, 1.628, 1.811], [4.873, 2.256, 0.660], [3.509, 2.317, 0.330], [2.551, 1.808, 1.070], [2.893, 1.221, 2.257], [0.265, 1.279, 1.897], [-0.162, 0.411, 3.306], [1.439, -0.162, 5.004], [3.800, -0.429, 5.653], [5.610, 0.361, 4.169], [6.279, 1.533, 2.093], [5.601, 2.685, -0.017], [3.208, 2.803, -0.591], [0.495, -2.435, 2.285], [0.051, -2.524, 0.826], [-1.063, -3.551, 0.660], [1.233, -2.885, -0.054], [-0.398, -1.223, 0.371], [-1.813, -0.427, 0.706], [-1.376, 1.550, 0.134], [-2.083, -0.570, 2.308], [-3.284, -0.549, 3.099], [-4.193, 0.591, 2.648], [-3.995, -1.894, 2.975], [-2.829, -0.326, 4.534], [-3.102, -1.095, -0.041], [-3.649, -1.014, -1.369], [-4.534, -2.244, -1.526], [-4.484, 0.257, -1.494], [-2.538, -1.030, -2.416], [0.977, -3.368, 2.586], [-0.361, -2.248, 2.934], [1.208, -1.615, 2.406], [-0.713, -4.534, 0.982], [-1.372, -3.612, -0.386], [-1.935, -3.275, 1.260], [1.626, -3.867, 0.224], [2.030, -2.146, 0.060], [0.932, -2.912, -1.102], [-4.586, 0.388, 1.649], [-3.627, 1.526, 2.612], [-5.030, 0.708, 3.339], [-4.234, -2.088, 1.929], [-4.919, -1.893, 3.557], [-3.350, -2.696, 3.343], [-2.337, 0.646, 4.627], [-2.122, -1.105, 4.828], [-3.685, -0.353, 5.211], [-5.262, -2.281, -0.713], [-3.929, -3.153, -1.493], [-5.069, -2.204, -2.477], [-5.330, 0.224, -0.802], [-4.871, 0.351, -2.512], [-3.874, 1.132, -1.265], [-1.868, -1.877, -2.246], [-1.961, -0.106, -2.357], [-2.965, -1.115, -3.418], [2.771, 0.278, -2.179], [2.385, -1.097, -3.230], [3.118, -2.277, -3.106], [2.898, -3.339, -3.974], [1.941, -3.240, -4.976], [1.209, -2.067, -5.105], [1.431, -1.003, -4.243], [3.864, -2.352, -2.326], [3.478, -4.248, -3.868], [1.771, -4.070, -5.650], [0.469, -1.973, -5.893], [0.875, -0.082, -4.362], [3.233, 4.636, -2.915], [1.889, 4.267, -3.234], [0.950, 3.593, -2.105], [0.746, 4.888, -1.169], [0.243, 4.796, 0.174], [-0.437, 3.611, -2.930], [-0.625, 2.645, -3.969], [3.563, 5.330, -3.682], [3.886, 3.760, -2.918], [3.283, 5.136, -1.945], [-0.804, 4.502, 0.176], [0.346, 5.786, 0.609], [0.815, 4.075, 0.763], [-1.656, 2.723, -4.297], [-0.444, 1.629, -3.607], [0.042, 2.848, -4.809]], "gap_ev": 7.73, "de_lowest_kj_mol": 0.0, "lumo_ev": 0.10}


{"formula": "C30H50B11Br6Cl2F3N6O9RbS", "method": "ωB97M-V/def2-TZVPD", "symbols": ["Rb", "C", "C", "C", "C", "C", "C", "N", "C", "C", "N", "C", "C", "O", "O", "C", "C", "C", "C", "C", "C", "N", "C", "C", "N", "C", "C", "O", "O", "H", "H", "H", "H", "H", "H", "H", "H", "H", "H", "H", "H", "H", "H", "H", "H", "H", "H", "H", "H", "H", "H", "H", "H", "H", "H", "H", "H", "H", "H", "H", "H", "H", "H", "H", "H", "H", "H", "H", "Br", "B", "B", "C", "B", "B", "B", "B", "B", "Br", "B", "Br", "B", "Br", "B", "Br", "B", "Br", "H", "H", "H", "H", "H", "H", "F", "C", "F", "F", "S", "O", "O", "O", "Cl", "C", "Cl", "C", "O", "O", "H", "N", "C", "C", "C", "C", "N", "C", "C", "H", "H", "H", "H"], "positions_angstrom": [[-1.597, 0.341, -2.497], [5.084, -1.760, -0.341], [4.009, -0.756, -0.760], [4.407, 0.667, -0.351], [3.558, 1.828, -0.899], [3.419, 1.782, -2.420], [4.234, 3.134, -0.487], [2.191, 1.726, -0.281], [1.353, 2.930, -0.357], [-0.100, 2.670, 0.027], [-0.283, 2.117, 1.374], [-2.271, 0.542, 1.816], [-1.586, 0.017, 3.104], [-2.095, 0.460, 4.146], [-0.619, -0.743, 2.929], [0.280, 2.898, 2.512], [-0.642, 3.979, 3.057], [0.772, 2.007, 3.654], [2.071, 1.195, 3.485], [3.273, 2.132, 3.374], [2.203, 0.347, 4.755], [1.987, 0.387, 2.248], [2.794, -0.836, 2.190], [2.449, -1.696, 0.976], [2.656, -1.125, -0.348], [1.918, -1.828, -1.392], [0.946, -0.919, -2.146], [0.466, -1.279, -3.224], [0.648, 0.173, -1.547], [6.032, -1.542, -0.835], [4.785, -2.773, -0.614], [5.257, -1.741, 0.737], [3.985, -0.750, -1.853], [5.428, 0.839, -0.706], [4.445, 0.758, 0.737], [4.406, 1.647, -2.867], [2.996, 2.708, -2.812], [2.770, 0.974, -2.753], [5.242, 3.150, -0.904], [4.320, 3.220, 0.598], [3.711, 4.008, -0.874], [1.639, 0.921, -0.785], [2.249, 1.366, 0.712], [1.294, 3.257, -1.396], [1.794, 3.732, 0.234], [-0.505, 1.938, -0.667], [-0.617, 3.630, -0.122], [-2.096, -0.027, 0.903], [-3.326, 0.731, 2.019], [1.127, 3.406, 2.047], [-1.441, 3.533, 3.652], [-1.060, 4.601, 2.267], [-0.068, 4.634, 3.713], [-0.034, 1.338, 3.952], [0.936, 2.667, 4.512], [3.437, 2.672, 4.309], [3.137, 2.867, 2.578], [4.182, 1.569, 3.150], [2.155, 0.989, 5.637], [3.153, -0.188, 4.786], [1.387, -0.375, 4.813], [1.014, 0.087, 2.144], [2.601, -1.481, 3.054], [3.859, -0.588, 2.220], [1.383, -1.927, 1.050], [2.981, -2.652, 1.107], [1.303, -2.625, -0.964], [2.581, -2.312, -2.115], [-1.915, -2.441, -1.073], [-2.455, -3.670, 0.335], [-1.585, -3.798, 1.867], [-2.779, -4.227, 2.990], [-3.207, -3.086, 1.819], [-4.361, -4.302, 2.378], [-3.452, -5.768, 2.766], [-1.742, -5.457, 2.448], [-1.547, -5.141, 0.720], [0.122, -5.578, -0.197], [-2.707, -6.375, 1.277], [-2.393, -8.281, 1.025], [-4.338, -5.656, 1.241], [-5.940, -6.724, 0.939], [-4.178, -3.985, 0.652], [-5.593, -3.074, -0.349], [-3.158, -5.272, -0.049], [-3.384, -5.861, -1.877], [-0.650, -3.149, 2.176], [-2.652, -3.870, 4.000], [-3.378, -1.955, 2.102], [-5.288, -3.982, 3.035], [-3.770, -6.436, 3.687], [-0.923, -5.923, 3.159], [-1.968, 4.717, -2.604], [-1.462, 4.599, -3.852], [-2.389, 5.042, -4.706], [-0.403, 5.417, -3.925], [-0.983, 2.855, -4.192], [-0.440, 2.873, -5.520], [-2.240, 2.142, -4.032], [-0.032, 2.605, -3.116], [-3.384, 5.221, 0.903], [-3.645, 3.595, 1.545], [-5.321, 3.088, 1.449], [-2.807, 2.646, 0.696], [-2.939, 2.361, -0.428], [-1.774, 1.976, 1.572], [-3.327, 3.563, 2.581], [-5.950, -0.266, -8.468], [-5.475, -0.493, -7.448], [-4.886, -0.786, -6.163], [-5.702, -1.028, -5.064], [-5.095, -1.289, -3.847], [-3.775, -1.322, -3.687], [-3.007, -1.117, -4.753], [-3.507, -0.834, -6.014], [-6.778, -1.007, -5.156], [-5.686, -1.485, -2.960], [-1.934, -1.188, -4.593], [-2.845, -0.648, -6.846]], "charge": -1, "gap_ev": 6.75, "lumo_ev": 0.11}